[1]
{"formula": "C41H41FP2Pd", "method": "ωB97M-V with the def2-TZVPD basis set", "species": ["Pd", "C", "C", "C", "C", "C", "C", "C", "C", "C", "H", "H", "H", "H", "H", "H", "H", "H", "H", "H", "H", "H", "H", "H", "H", "P", "P", "C", "C", "C", "C", "C", "C", "C", "C", "C", "C", "C", "C", "C", "C", "C", "C", "C", "C", "C", "C", "C", "C", "C", "C", "C", "C", "H", "H", "H", "H", "H", "H", "H", "H", "H", "H", "H", "H", "H", "H", "H", "H", "H", "H", "H", "H", "H", "H", "F", "C", "C", "C", "C", "C", "C", "H", "H", "H", "H"], "positions_angstrom": [[-0.109, -0.014, 0.062], [1.203, 1.048, -1.625], [-0.134, 0.921, -1.980], [-0.645, -0.063, -2.997], [-1.259, -1.352, -2.408], [-0.550, -1.829, -1.177], [0.839, -1.888, -1.057], [1.837, -1.414, -2.063], [2.281, 0.081, -1.970], [-0.707, -1.024, 1.681], [1.534, 2.004, -1.213], [-0.812, 1.746, -1.731], [0.149, -0.312, -3.708], [-1.434, 0.454, -3.562], [-2.312, -1.154, -2.164], [-1.247, -2.148, -3.169], [-1.145, -2.385, -0.447], [1.235, -2.533, -0.266], [1.504, -1.629, -3.084], [2.750, -2.006, -1.890], [3.075, 0.162, -1.213], [2.740, 0.355, -2.935], [-0.267, -0.494, 2.535], [-0.317, -2.045, 1.579], [-1.805, -0.986, 1.667], [-9.321, -0.608, -2.455], [-8.982, -3.848, -1.390], [-9.205, -2.057, -3.544], [-8.943, -3.321, -3.116], [-10.579, 0.410, -3.333], [-10.792, 0.306, -4.714], [-11.726, 1.132, -5.353], [-12.452, 2.069, -4.614], [-12.251, 2.174, -3.233], [-11.334, 1.342, -2.588], [-7.761, 0.296, -2.811], [-6.581, -0.310, -2.335], [-5.339, 0.259, -2.622], [-5.259, 1.417, -3.407], [-6.431, 2.019, -3.878], [-7.684, 1.486, -3.549], [-10.247, -5.233, -1.526], [-11.579, -4.835, -1.752], [-12.579, -5.784, -1.967], [-12.266, -7.148, -1.966], [-10.948, -7.555, -1.739], [-9.948, -6.604, -1.483], [-7.449, -4.820, -1.278], [-6.925, -5.056, 0.008], [-5.770, -5.826, 0.150], [-5.139, -6.364, -0.981], [-5.675, -6.148, -2.251], [-6.821, -5.359, -2.407], [-9.384, -1.902, -4.611], [-8.823, -4.123, -3.855], [-10.229, -0.403, -5.314], [-11.866, 1.034, -6.427], [-13.171, 2.716, -5.119], [-12.812, 2.911, -2.657], [-11.184, 1.415, -1.508], [-6.645, -1.239, -1.764], [-4.428, -0.207, -2.242], [-4.284, 1.844, -3.652], [-6.373, 2.905, -4.510], [-8.592, 1.982, -3.896], [-11.822, -3.770, -1.790], [-13.603, -5.459, -2.152], [-13.043, -7.890, -2.152], [-10.687, -8.612, -1.771], [-8.929, -6.941, -1.283], [-7.437, -4.648, 0.883], [-5.368, -6.017, 1.144], [-4.231, -6.963, -0.868], [-5.216, -6.592, -3.134], [-7.225, -5.186, -3.401], [4.935, 1.772, 3.206], [3.815, 1.370, 2.519], [3.715, 0.033, 2.157], [2.558, -0.371, 1.453], [1.600, 0.575, 1.170], [1.711, 1.906, 1.509], [2.850, 2.326, 2.225], [4.499, -0.683, 2.384], [2.433, -1.408, 1.146], [0.934, 2.614, 1.221], [2.970, 3.369, 2.507]], "spin_multiplicity": 3, "e_lumo_ev": [0.527, -1.123], "homo_ev": [-5.79, -7.89]}

[2]
{"formula": "C14H30N4O3Rh", "method": "ωB97M-V with the def2-TZVPD basis set", "species": ["Rh", "C", "N", "C", "C", "O", "C", "O", "C", "C", "O", "N", "C", "C", "H", "H", "H", "H", "H", "H", "H", "H", "H", "H", "H", "H", "H", "H", "H", "H", "C", "C", "N", "C", "C", "C", "C", "N", "H", "H", "H", "H", "H", "H", "H", "H", "H", "H", "H", "H", "H", "H"], "positions_angstrom": [[-0.350, -0.412, -0.078], [4.668, 1.303, -1.372], [3.439, 0.623, -1.761], [3.516, -0.176, -2.984], [2.346, 0.612, -1.032], [1.361, -0.125, -1.334], [2.264, 1.533, 0.181], [0.961, 1.473, 0.765], [0.209, 2.684, 0.808], [-1.092, 2.517, 0.021], [-1.298, 1.427, -0.590], [-1.936, 3.518, -0.038], [-1.779, 4.768, 0.696], [-3.142, 3.419, -0.862], [5.106, 1.790, -2.241], [5.392, 0.571, -1.008], [4.514, 2.051, -0.599], [3.976, 0.424, -3.768], [2.530, -0.491, -3.300], [4.142, -1.057, -2.830], [2.502, 2.554, -0.120], [2.983, 1.216, 0.939], [0.778, 3.509, 0.377], [-0.004, 2.911, 1.853], [-0.814, 4.854, 1.186], [-2.563, 4.846, 1.451], [-1.898, 5.611, 0.017], [-3.084, 2.563, -1.523], [-3.244, 4.327, -1.455], [-4.030, 3.331, -0.235], [-0.079, -5.313, 1.251], [-1.464, -4.831, 1.717], [-1.433, -3.672, 2.606], [-1.715, -3.914, 4.012], [-0.490, -4.503, 4.739], [-1.105, -2.425, 2.151], [-1.031, -1.276, 3.118], [-0.866, -2.215, 0.881], [-0.225, -6.047, 0.460], [0.448, -5.812, 2.062], [0.555, -4.511, 0.872], [-1.973, -5.634, 2.243], [-2.081, -4.582, 0.846], [-2.533, -4.635, 4.062], [-2.049, -3.001, 4.495], [-0.210, -5.481, 4.351], [-0.764, -4.629, 5.786], [0.372, -3.839, 4.674], [-2.026, -1.015, 3.485], [-0.621, -0.403, 2.617], [-0.397, -1.499, 3.976], [-0.972, -3.027, 0.273]], "spin_multiplicity": 5, "e_lumo_ev": [-8.933, -13.756], "homo_ev": [-18.44, -18.33], "total_charge": 3}

[3]
{"formula": "C51H51MgN3O3S3Sb", "method": "ωB97M-V with the def2-TZVPD basis set", "species": ["Mg", "O", "C", "C", "C", "C", "C", "C", "C", "O", "N", "N", "C", "S", "C", "C", "S", "H", "H", "H", "H", "H", "H", "H", "H", "H", "C", "C", "C", "C", "N", "C", "C", "H", "H", "H", "H", "H", "H", "H", "O", "S", "C", "C", "C", "C", "C", "C", "C", "C", "C", "C", "C", "C", "C", "C", "H", "H", "H", "H", "H", "H", "H", "H", "H", "H", "H", "H", "H", "H", "C", "C", "C", "C", "C", "C", "C", "Sb", "C", "C", "C", "C", "C", "C", "C", "C", "C", "C", "C", "C", "C", "C", "H", "H", "H", "H", "H", "H", "H", "H", "H", "H", "H", "H", "H", "H", "H", "H", "H", "H", "H", "H", "H"], "positions_angstrom": [[-0.110, 0.964, -1.158], [3.793, 0.147, -2.752], [4.277, 1.346, -2.360], [5.666, 1.477, -2.354], [6.249, 2.673, -1.996], [5.463, 3.770, -1.635], [4.091, 3.639, -1.632], [3.470, 2.432, -1.980], [1.995, 2.315, -1.947], [1.458, 1.141, -2.224], [1.304, 3.368, -1.605], [-0.090, 3.098, -1.546], [-0.782, 4.169, -1.609], [-0.064, 5.753, -1.813], [-1.616, 6.651, -1.556], [-2.764, 5.802, -2.065], [-2.526, 4.127, -1.431], [2.817, 0.215, -2.744], [6.261, 0.620, -2.647], [7.329, 2.761, -2.006], [5.925, 4.711, -1.367], [3.459, 4.473, -1.354], [-1.545, 7.588, -2.107], [-1.734, 6.870, -0.496], [-2.788, 5.770, -3.153], [-3.726, 6.153, -1.693], [-6.395, 1.061, -2.003], [-4.904, 0.954, -1.838], [-4.308, 0.927, -0.583], [-2.936, 0.832, -0.479], [-2.122, 0.769, -1.552], [-2.699, 0.802, -2.766], [-4.062, 0.886, -2.945], [-6.920, 0.751, -1.101], [-6.743, 0.453, -2.837], [-6.675, 2.096, -2.214], [-4.910, 0.971, 0.317], [-2.458, 0.776, 0.495], [-2.032, 0.745, -3.617], [-4.469, 0.897, -3.949], [0.245, 1.227, 0.743], [1.217, 2.231, 1.411], [1.826, 1.439, 2.893], [0.950, 0.546, 3.735], [0.042, -0.373, 3.215], [-0.657, -1.218, 4.069], [-0.448, -1.169, 5.441], [0.465, -0.260, 5.963], [1.151, 0.594, 5.113], [0.191, 3.553, 2.059], [-0.683, 3.237, 3.232], [-1.906, 2.596, 3.052], [-2.698, 2.277, 4.145], [-2.279, 2.613, 5.427], [-1.074, 3.278, 5.612], [-0.279, 3.586, 4.517], [2.206, 2.283, 3.481], [2.700, 0.896, 2.522], [-0.130, -0.437, 2.145], [-1.369, -1.919, 3.648], [-0.990, -1.835, 6.100], [0.642, -0.211, 7.030], [1.857, 1.307, 5.528], [-0.377, 3.840, 1.170], [0.911, 4.350, 2.269], [-2.239, 2.360, 2.046], [-3.644, 1.770, 3.999], [-2.896, 2.364, 6.281], [-0.754, 3.556, 6.608], [0.662, 4.107, 4.663], [1.418, -2.586, -4.385], [0.409, -3.666, -4.067], [0.153, -4.686, -4.977], [-0.751, -5.699, -4.681], [-1.422, -5.703, -3.467], [-1.183, -4.689, -2.544], [-0.268, -3.682, -2.839], [0.258, -2.185, -1.429], [-1.146, -2.754, 0.097], [-2.454, -2.399, -0.249], [-3.537, -2.710, 0.565], [-3.315, -3.384, 1.755], [-2.021, -3.748, 2.104], [-0.922, -3.452, 1.298], [0.440, -3.911, 1.755], [2.131, -3.054, -0.842], [2.427, -4.351, -1.270], [3.648, -4.941, -0.978], [4.596, -4.230, -0.256], [4.307, -2.945, 0.175], [3.082, -2.340, -0.101], [2.803, -0.977, 0.483], [1.813, -2.694, -5.394], [2.267, -2.623, -3.695], [0.974, -1.589, -4.310], [0.671, -4.686, -5.929], [-0.929, -6.487, -5.403], [-2.127, -6.490, -3.231], [-1.711, -4.702, -1.598], [-2.647, -1.904, -1.198], [-4.542, -2.436, 0.266], [-4.142, -3.636, 2.408], [-1.854, -4.294, 3.026], [0.370, -4.393, 2.730], [1.145, -3.082, 1.840], [0.873, -4.625, 1.056], [1.702, -4.918, -1.843], [3.856, -5.948, -1.319], [5.556, -4.676, -0.028], [5.048, -2.391, 0.741], [3.729, -0.487, 0.788], [2.155, -1.065, 1.364], [2.313, -0.319, -0.235]], "e_above_lowest_kj_mol": 0.0, "e_lumo_ev": -2.211, "homo_ev": -9.98, "total_charge": 1}

[4]
{"formula": "C5H13NO", "method": "ωB97M-V with the def2-TZVPD basis set", "species": ["C", "O", "C", "H", "H", "H", "H", "H", "C", "C", "C", "N", "H", "H", "H", "H", "H", "H", "H", "H"], "positions_angstrom": [[-1.287, -1.637, -0.136], [-1.656, -0.389, -0.691], [-1.913, -1.775, 1.240], [-0.200, -1.728, -0.063], [-1.626, -2.453, -0.786], [-1.707, -2.748, 1.677], [-2.986, -1.614, 1.149], [-1.516, -0.988, 1.886], [0.560, 1.645, 0.936], [1.225, 1.885, -0.412], [1.955, 0.032, -1.604], [0.977, 0.769, -1.316], [-0.511, 1.496, 0.819], [0.969, 0.749, 1.404], [0.733, 2.483, 1.609], [0.791, 2.772, -0.876], [2.298, 2.067, -0.291], [1.792, -0.813, -2.270], [2.965, 0.202, -1.221], [-0.864, 0.045, -1.052]], "smiles": "C=NCC.CCO", "e_above_lowest_kj_mol": 141.4, "e_lumo_ev": 1.010, "homo_ev": -9.70}

[5]
{"formula": "C8H7N3O", "method": "ωB97M-V with the def2-TZVPD basis set", "species": ["C", "C", "C", "C", "C", "C", "C", "C", "H", "H", "H", "H", "H", "H", "H", "N", "N", "N", "O"], "positions_angstrom": [[-2.282, -0.627, -0.003], [-0.037, 2.050, -0.158], [0.892, 0.967, -0.079], [2.283, 0.811, 0.106], [2.838, -0.460, 0.132], [1.996, -1.541, -0.098], [0.582, -1.432, -0.223], [0.102, -0.190, -0.219], [-4.239, -0.157, 0.568], [-3.340, 1.117, -0.033], [0.039, 3.102, -0.149], [2.931, 1.660, 0.312], [3.852, -0.502, 0.332], [2.460, -2.618, 0.005], [-0.079, -2.295, -0.410], [-3.411, 0.070, 0.057], [-1.178, 0.286, -0.115], [-1.243, 1.597, -0.060], [-2.169, -1.838, 0.036]], "smiles": "NC(=O)n1ncc2ccccc21", "e_above_lowest_kj_mol": 104.8, "e_lumo_ev": 0.555, "homo_ev": -8.67}